--- one ---
Formula: C8H8N4O4
Source: the OMol25 dataset
Level of theory: ωB97M-V/def2-TZVPD

SMILES string: O=c1cc[nH]c(=O)[nH]1.O=c1cc[nH]c(=O)[nH]1
E_HOMO: -9.6 eV
Kohn-Sham gap: 9.100 eV

Positions of all 24 atoms, in Å:
O  -4.1681  -2.3478  -0.4450
C  -3.7555  -1.2565  -0.0155
C  -2.5162  -0.9839  0.6820
C  -2.1040  0.2452  0.8714
N  -2.8724  1.3419  0.4924
C  -4.1707  1.1855  -0.0903
O  -4.7735  2.1671  -0.5691
N  -4.8123  -0.0925  0.0875
H  -1.8385  -1.7512  0.8304
H  -1.2279  0.5944  1.4799
H  -2.4140  2.2906  0.2718
H  -5.6218  -0.1628  -0.7123
O  1.2285  -0.9263  -0.5451
C  2.4168  -0.7539  -0.4788
C  3.4378  -1.6064  0.1395
C  4.7997  -1.3334  0.3234
N  5.2343  0.0005  -0.1907
C  4.3630  1.1239  -0.1313
O  4.6255  2.2843  0.2201
N  3.0338  0.6309  -0.4018
H  3.1101  -2.7077  0.6668
H  5.4033  -2.1898  0.5988
H  6.0984  0.2123  0.2333
H  2.2822  1.4070  -0.3713

=====

--- two ---
Formula: C8H8N4O4
Source: the OMol25 dataset
Level of theory: ωB97M-V/def2-TZVPD

E_HOMO: -8.1 eV
Kohn-Sham gap: 7.840 eV

Positions of all 24 atoms, in Å:
C  4.1105  0.1699  0.0685
C  3.1551  -1.0763  0.0116
C  1.8451  -1.0851  0.0199
C  1.8442  1.4007  -0.1796
C  -1.2027  0.0596  0.5140
C  -1.6076  -1.1879  0.0115
C  -2.8929  -1.2846  -0.4085
C  -3.5122  0.8702  0.0717
H  3.6596  2.1207  0.4314
H  3.5589  -2.1618  -0.2319
H  1.2587  -2.0230  0.2004
H  0.2547  0.2730  -0.5768
H  -1.9148  2.1515  0.2346
H  -0.8834  -2.0031  -0.0469
H  -3.2588  -2.3034  -0.6092
H  -4.9969  -0.7484  -0.2691
N  3.1674  1.2801  0.1624
N  1.1660  0.1721  -0.1932
N  -2.1792  1.0648  0.3752
N  -3.9134  -0.4158  -0.1872
O  5.2923  0.1300  0.0554
O  1.4549  2.4749  -0.5344
O  -0.1662  0.2562  1.0469
O  -4.2395  1.8660  0.0333

=====

Which structure is the least stable? The one labeled two.

=====

--- one ---
Formula: C3H8OS
Source: the OMol25 dataset
Level of theory: ωB97M-V/def2-TZVPD

E_HOMO (alpha / beta): -8.4 / -8.4 eV
Kohn-Sham gap (alpha / beta): 8.847 / 8.848 eV

Positions of all 13 atoms, in Å:
C  0.1688  1.4363  0.6800
C  0.7815  -0.7054  -0.2991
C  -0.3315  0.2677  -0.1907
O  1.2249  -1.4114  0.7513
S  -1.9928  -0.4773  0.2711
H  1.2854  1.4551  0.6290
H  -0.1733  2.4783  0.1967
H  -0.0555  1.4494  1.6721
H  1.6053  -0.6171  -0.9769
H  0.1585  -1.9072  -1.7318
H  -0.7064  0.5597  -1.2151
H  0.4863  -1.8390  1.1673
H  -2.4510  -0.6891  -0.9540

=====

--- two ---
Formula: C3H8OS
Source: the OMol25 dataset
Level of theory: ωB97M-V/def2-TZVPD

SMILES string: C=O.CSC
E_HOMO: -8.1 eV
Kohn-Sham gap: 8.907 eV

Positions of all 13 atoms, in Å:
C  -2.4663  1.6960  0.0513
O  -1.9804  0.6488  -0.2744
H  -1.8802  2.6315  0.0595
H  -3.5249  1.7801  0.3585
C  0.6690  -1.0911  -1.3109
S  0.4802  -1.6335  0.3979
C  1.4957  -0.4252  1.2933
H  -0.2067  -0.5484  -1.6516
H  1.5764  -0.5217  -1.4962
H  0.7842  -1.9883  -1.9240
H  0.9648  -0.1273  2.2010
H  1.6574  0.4777  0.7115
H  2.4310  -0.8985  1.5841

=====

Which structure is the least stable? The one labeled one.

=====

--- one ---
Formula: C3H8OS
Source: the OMol25 dataset
Level of theory: ωB97M-V/def2-TZVPD

SMILES string: C=O.CSC
E_HOMO: -8.4 eV
Kohn-Sham gap: 9.270 eV

Positions of all 13 atoms, in Å:
C  -1.0081  2.6215  -0.3000
O  -0.7158  1.9463  -1.2381
H  -2.0122  3.0699  -0.1729
H  -0.3119  2.8697  0.5221
C  -0.1414  -1.3174  -0.9628
S  0.2201  -0.5174  0.6157
C  1.2688  -1.8792  1.2553
H  -0.6721  -2.2531  -0.8162
H  0.7865  -1.4851  -1.5003
H  -0.8013  -0.6663  -1.5319
H  1.3834  -1.6747  2.3124
H  0.7636  -2.8232  1.0964
H  2.2316  -1.8509  0.7537

=====

--- two ---
Formula: C3H8OS
Source: the OMol25 dataset
Level of theory: ωB97M-V/def2-TZVPD

E_HOMO: -7.5 eV
Kohn-Sham gap: 7.433 eV

Positions of all 13 atoms, in Å:
C  0.9363  1.3910  -0.6547
C  0.9945  -0.7026  1.2217
C  -0.6144  -0.9951  -0.9205
O  -1.2898  0.9879  0.8728
S  0.1136  0.2870  0.2164
H  0.2911  2.0090  -1.4772
H  1.7469  2.0339  -0.2146
H  0.4200  -1.5570  1.7872
H  1.4936  -0.0641  1.9537
H  -1.5933  -1.2411  -0.7668
H  -0.3775  -0.5473  -1.9557
H  0.1461  -1.7682  -0.8731
H  -2.2671  0.1664  0.8107

=====

--- three ---
Formula: C3H8OS
Source: the OMol25 dataset
Level of theory: ωB97M-V/def2-TZVPD

SMILES string: CC=O.CS
E_HOMO: -8.8 eV
Kohn-Sham gap: 9.730 eV

Positions of all 13 atoms, in Å:
C  -3.0964  -2.2286  -0.5112
C  -1.8856  -1.5709  0.1272
O  -0.7611  -1.8204  -0.2196
H  -4.0188  -1.7655  -0.1782
H  -3.0296  -2.2135  -1.6000
H  -3.0742  -3.2603  -0.1665
H  -2.1214  -0.8976  0.9742
C  0.7545  1.3871  0.5102
S  2.4028  1.9572  0.0062
H  0.0343  1.7069  -0.2332
H  0.5045  1.8020  1.4842
H  0.7168  0.3059  0.5749
H  3.0412  1.3601  1.0190

=====

Which structure is the least stable? The one labeled two.

=====

--- one ---
Formula: C3H8OS
Source: the OMol25 dataset
Level of theory: ωB97M-V/def2-TZVPD

SMILES string: OCCCS
E_HOMO: -8.9 eV
Kohn-Sham gap: 9.661 eV

Positions of all 13 atoms, in Å:
O  2.1107  -0.5276  -0.4913
C  0.8779  -0.5178  0.2988
C  0.2242  0.7563  -0.2413
C  -1.2631  0.8172  0.0593
S  -2.1118  -0.7203  -0.3050
H  2.5935  -1.2045  -0.0493
H  0.4295  -1.4856  -0.0433
H  1.0072  -0.6001  1.3191
H  0.4441  1.7075  0.0938
H  0.4603  0.9434  -1.3371
H  -1.3634  1.1940  1.0866
H  -1.7283  1.4914  -0.8184
H  -1.6808  -1.8539  0.4281

=====

--- two ---
Formula: C3H8OS
Source: the OMol25 dataset
Level of theory: ωB97M-V/def2-TZVPD

SMILES string: C=O.CCS
E_HOMO: -9.1 eV
Kohn-Sham gap: 9.804 eV

Positions of all 13 atoms, in Å:
C  1.2020  -6.1493  -0.5363
O  0.4760  -7.1209  -0.5707
H  2.3084  -6.3369  -0.5347
H  0.8098  -5.2027  -0.5764
C  -1.1639  2.8095  0.7895
C  -0.2180  3.3170  -0.3527
S  1.1239  2.0060  -0.0292
H  -1.8351  3.7065  0.9527
H  -0.7102  2.2748  1.6177
H  -1.8507  2.0286  0.1503
H  -0.8075  3.1428  -1.3010
H  0.2835  4.3116  -0.2191
H  0.3815  1.2130  0.6099

=====

Which structure is the least stable? The one labeled two.

=====

--- one ---
Formula: C5H4N2O
Source: the OMol25 dataset
Level of theory: ωB97M-V/def2-TZVPD

SMILES string: [H]/N=C/C=C1/NC1=C=O
E_HOMO: -8.9 eV
Kohn-Sham gap: 8.924 eV

Positions of all 12 atoms, in Å:
H  -1.0945  2.7972  0.2116
N  -0.6960  1.8693  -0.0192
C  -1.4585  0.8476  -0.1378
C  -1.1583  -0.5626  -0.3381
C  0.0942  -0.9790  -0.1690
N  0.9737  -2.0163  0.0419
C  1.4522  -0.5854  -0.0329
C  2.4186  0.2714  -0.0350
O  3.1186  1.2005  0.1070
H  -2.5511  0.7958  -0.2103
H  -2.0410  -1.2085  -0.4067
H  0.9421  -2.4301  0.9885

=====

--- two ---
Formula: C5H4N2O
Source: the OMol25 dataset
Level of theory: ωB97M-V/def2-TZVPD

E_HOMO (alpha / beta): -7.9 / -7.9 eV
Kohn-Sham gap (alpha / beta): 7.195 / 7.193 eV

Positions of all 12 atoms, in Å:
C  -2.4179  -1.4909  1.2488
C  -1.6027  -0.7190  0.8123
C  -0.5233  0.0368  0.3769
C  0.1453  1.0043  1.0309
C  1.2173  0.4537  -1.4882
N  1.2005  1.6830  0.4730
N  1.5936  1.2156  -0.6258
O  1.5611  -0.2837  -2.4857
H  -3.1650  -2.1287  1.6172
H  -0.2099  -0.2167  -0.6478
H  -0.1065  1.3439  2.0209
H  2.3073  -0.8984  -2.3326

=====

--- three ---
Formula: C5H4N2O
Source: the OMol25 dataset
Level of theory: ωB97M-V/def2-TZVPD

SMILES string: N#Cc1cc(N)co1
E_HOMO: -8.9 eV
Kohn-Sham gap: 9.049 eV

Positions of all 12 atoms, in Å:
N  -2.5465  -0.6033  -2.9534
C  -1.7027  -0.2361  -2.1271
C  -0.7769  -0.0378  -1.0204
C  -0.8526  0.1871  0.3284
C  0.5808  -0.0118  0.6242
N  0.9215  0.1038  2.0092
C  1.3304  -0.3013  -0.4405
O  0.4555  -0.0246  -1.5493
H  -1.5235  0.4892  1.3260
H  1.7848  0.7133  2.1077
H  -0.0739  0.5648  2.4405
H  2.4030  -0.8433  -0.7453

=====

Which structure is the least stable? The one labeled two.

=====

--- one ---
Formula: C18H19ClN4O3S
Source: the OMol25 dataset
Level of theory: ωB97M-V/def2-TZVPD

SMILES string: COCCCNc1nc2ccccc2nc1NS(=O)(=O)c1ccc(Cl)cc1
E_HOMO: -8.2 eV
Kohn-Sham gap: 8.009 eV

Positions of all 46 atoms, in Å:
C  1.3856  -0.4031  4.5352
O  0.2497  -0.2218  3.7269
C  -0.3010  -1.4185  3.2146
C  0.5731  -2.0633  2.1292
C  -0.2382  -2.9241  1.1565
N  -1.1371  -2.1561  0.3275
C  -0.6557  -1.3774  -0.6636
N  0.6266  -1.4147  -0.9574
C  1.0654  -0.7017  -2.0201
C  2.4359  -0.6768  -2.3298
C  2.8797  0.0462  -3.4060
C  1.9831  0.7602  -4.2119
C  0.6408  0.7536  -3.9342
C  0.1647  0.0326  -2.8302
N  -1.1516  0.0943  -2.4954
C  -1.5481  -0.5579  -1.4461
N  -2.8806  -0.3950  -1.0428
S  -3.0613  0.5858  0.3399
O  -4.3028  1.2724  0.1777
O  -2.8916  -0.2566  1.4882
C  -1.6570  1.6757  0.1478
C  -1.6865  2.5543  -0.9202
C  -0.5306  3.2160  -1.2905
C  0.6426  2.9692  -0.5883
Cl  2.1024  3.7187  -1.0995
C  0.6587  2.1193  0.5091
C  -0.5031  1.4618  0.8767
H  1.1798  -1.1030  5.3539
H  1.6269  0.5741  4.9498
H  2.2421  -0.7725  3.9606
H  -0.4758  -2.1317  4.0337
H  -1.2687  -1.1227  2.8008
H  1.3464  -2.6853  2.5832
H  1.0629  -1.2767  1.5521
H  -0.8314  -3.6606  1.7015
H  0.4559  -3.4375  0.4862
H  -2.0311  -1.8895  0.7158
H  3.1130  -1.2352  -1.7025
H  3.9335  0.0691  -3.6419
H  2.3592  1.3208  -5.0547
H  -0.0686  1.3002  -4.5359
H  -3.4305  0.0088  -1.7919
H  -2.6101  2.7026  -1.4566
H  -0.5265  3.8920  -2.1302
H  1.5729  1.9564  1.0571
H  -0.5132  0.7976  1.7255

=====

--- two ---
Formula: C18H19ClN4O3S
Source: the OMol25 dataset
Level of theory: ωB97M-V/def2-TZVPD

SMILES string: COCCCNc1nc2ccccc2nc1NS(=O)(=O)c1ccc(Cl)cc1
E_HOMO: -8.0 eV
Kohn-Sham gap: 7.817 eV

Positions of all 46 atoms, in Å:
C  -1.7911  -4.7350  0.6625
O  -2.4536  -4.6670  -0.5781
C  -2.2669  -3.4784  -1.3215
C  -3.4042  -2.4572  -1.1835
C  -3.5804  -1.8738  0.2218
N  -2.4088  -1.1857  0.7096
C  -2.2224  0.1324  0.5004
N  -3.2070  0.8737  0.0418
C  -3.0185  2.2109  -0.0337
C  -4.0499  3.0341  -0.5188
C  -3.8711  4.3912  -0.5803
C  -2.6682  4.9776  -0.1651
C  -1.6434  4.2006  0.3097
C  -1.8009  2.8090  0.3789
N  -0.7748  2.0299  0.8204
C  -0.9750  0.7515  0.8749
N  0.0619  -0.0714  1.3305
S  0.7061  -1.1393  0.1798
O  0.7157  -2.4474  0.7660
O  -0.0142  -0.9656  -1.0437
C  2.3769  -0.5381  0.0054
C  3.4097  -1.1676  0.6733
C  4.6946  -0.6660  0.5593
C  4.9157  0.4626  -0.2210
Cl  6.5107  1.0908  -0.3635
C  3.8723  1.0923  -0.8903
C  2.5910  0.5842  -0.7731
H  -1.7475  -5.7922  0.9249
H  -2.3316  -4.2008  1.4532
H  -0.7742  -4.3341  0.6014
H  -1.3071  -3.0124  -1.0736
H  -2.2280  -3.7932  -2.3707
H  -4.3416  -2.9349  -1.4723
H  -3.1972  -1.6410  -1.8770
H  -3.8354  -2.6670  0.9281
H  -4.3868  -1.1378  0.2034
H  -1.5946  -1.7425  0.9178
H  -4.9704  2.5675  -0.8326
H  -4.6647  5.0230  -0.9520
H  -2.5530  6.0500  -0.2227
H  -0.7072  4.6293  0.6329
H  0.7846  0.4628  1.7934
H  3.1932  -2.0446  1.2620
H  5.5190  -1.1415  1.0664
H  4.0660  1.9652  -1.4929
H  1.7558  1.0389  -1.2818

=====

Which structure is the least stable? The one labeled two.

=====

--- one ---
Formula: C3H5NS
Source: the OMol25 dataset
Level of theory: ωB97M-V/def2-TZVPD

E_HOMO (alpha / beta): -7.1 / -7.0 eV
Kohn-Sham gap (alpha / beta): 7.147 / 6.940 eV

Positions of all 10 atoms, in Å:
C  0.5924  0.0328  0.6712
C  2.3023  -0.7104  -0.8539
C  -1.8080  0.3489  0.2529
N  -0.4569  -0.0321  0.0434
S  2.1087  -0.4358  -2.3685
H  0.8506  0.7591  1.4611
H  2.9102  -1.2925  -0.1062
H  -2.4732  -0.4371  0.5126
H  -1.8914  1.0157  1.0486
H  -2.1347  0.7513  -0.6610

=====

--- two ---
Formula: C3H5NS
Source: the OMol25 dataset
Level of theory: ωB97M-V/def2-TZVPD

SMILES string: N/C=C/C=S
E_HOMO: -8.4 eV
Kohn-Sham gap: 8.232 eV

Positions of all 10 atoms, in Å:
N  0.3424  -0.9529  1.6455
C  0.2529  -0.2053  0.4574
C  -0.4586  -0.3446  -0.5859
C  -0.0002  0.8482  -1.4839
S  -0.2823  1.0373  -3.1709
H  0.5863  -0.1870  2.4214
H  -0.4441  -1.6978  2.1081
H  0.8049  0.8977  0.5234
H  -1.3501  -0.9322  -0.8489
H  0.5487  1.5367  -1.0661

=====

Which structure is the least stable? The one labeled one.

=====

--- one ---
Formula: C3H5NS
Source: the OMol25 dataset
Level of theory: ωB97M-V/def2-TZVPD

E_HOMO (alpha / beta): -7.3 / -7.3 eV
Kohn-Sham gap (alpha / beta): 6.567 / 6.569 eV

Positions of all 10 atoms, in Å:
C  -0.6991  0.4321  0.0631
C  -0.4032  1.7313  -0.0246
C  1.0754  -1.3035  -0.2691
N  0.1761  -0.6666  0.4288
S  -2.1847  -0.3997  -0.0902
H  0.5963  2.0998  0.1207
H  -1.1703  2.4312  -0.2845
H  1.3813  -2.2937  0.0127
H  1.4599  -0.8596  -1.1716
H  -0.2317  -1.1712  1.2146

=====

--- two ---
Formula: C3H5NS
Source: the OMol25 dataset
Level of theory: ωB97M-V/def2-TZVPD

SMILES string: S=CN1CC1
E_HOMO: -8.8 eV
Kohn-Sham gap: 8.935 eV

Positions of all 10 atoms, in Å:
S  -0.0723  -1.5334  -1.2637
C  -0.3882  -0.2117  -0.3401
N  0.6311  0.4643  0.3351
C  -0.1884  0.6832  1.5959
C  0.2979  1.9686  0.8349
H  -1.2579  0.5119  -0.1537
H  -1.3398  0.6377  1.6267
H  0.4303  0.3740  2.4374
H  -0.4691  2.5638  0.4244
H  1.0474  2.5570  0.9953

=====

Which structure is the least stable? The one labeled two.